Record 1
{
  "formula": "C6H9O2",
  "method": "ωB97M-V/def2-TZVPD",
  "species": ["O", "C", "O", "C", "C", "C", "C", "C", "H", "H", "H", "H", "H", "H", "H", "H", "H"],
  "coordinates": [[-0.830, 2.271, -1.797], [0.216, 2.479, -1.148], [0.442, 3.285, -0.234], [-0.287, 0.486, 1.240], [0.399, -0.646, 0.563], [-0.332, -1.599, -0.111], [-0.200, -2.982, 0.177], [0.579, -3.547, 1.116], [0.246, 0.867, 2.101], [-1.362, 0.538, 1.149], [1.421, -0.855, 0.883], [0.035, 0.665, 0.157], [-1.102, -1.222, -0.775], [-0.773, -3.684, -0.428], [1.124, 1.848, -1.375], [0.693, -4.610, 1.095], [1.198, -2.967, 1.783]],
  "forces_ev_per_a": [[0.16, -0.27, -0.05], [0.04, 0.20, -0.08], [-0.02, 0.59, 0.42], [1.11, -1.13, -1.77], [-1.76, -2.67, 2.87], [0.41, 0.81, -0.60], [0.71, -0.54, -0.88], [0.08, 0.26, -0.22], [0.02, 0.79, -0.69], [0.00, -0.26, 0.44], [-0.07, -0.04, 0.07], [0.05, 3.08, -0.03], [-0.61, -0.20, 0.54], [-0.07, 0.17, -0.08], [-0.08, -0.32, -0.43], [0.04, -0.50, 0.30], [-0.01, 0.02, 0.18]],
  "lowdin_charge": [-0.137, -0.755, -0.137, -0.038, -0.172, -0.166, -0.240, -0.047, 0.086, 0.092, 0.116, 0.072, 0.106, 0.085, 0.088, 0.018, 0.030],
  "max_force_ev_per_a": 4.30,
  "e_above_lowest_kj_mol": 389.85,
  "molar_mass_g_mol": 113.1,
  "homo_energy_ha": -0.14468,
  "charge": -1
}


Record 2
{
  "formula": "C6H9O2",
  "method": "ωB97M-V/def2-TZVPD",
  "species": ["O", "C", "O", "C", "C", "C", "C", "C", "H", "H", "H", "H", "H", "H", "H", "H", "H"],
  "coordinates": [[1.277, -1.221, 0.984], [0.450, -1.638, 0.150], [-0.459, -2.420, 0.289], [0.751, -1.085, -1.340], [0.407, 0.593, -1.271], [-0.738, 0.799, -0.151], [-0.933, 2.587, 1.383], [-0.814, 2.273, 0.077], [1.806, -1.285, -1.507], [0.227, -1.630, -2.161], [1.433, 0.910, -1.008], [-0.042, 0.947, -2.205], [-0.470, 0.237, 0.828], [-1.555, 0.309, -0.582], [-1.005, 1.873, 2.241], [-0.863, 3.584, 1.827], [-0.820, 3.007, -0.706]],
  "forces_ev_per_a": [[0.17, 0.48, -1.35], [1.64, -0.44, 2.28], [-1.39, -0.51, -1.38], [-0.89, 2.07, -1.48], [-0.01, -3.73, 1.69], [3.60, -0.33, -0.27], [0.44, 0.74, 0.58], [-1.06, -0.80, 3.23], [0.10, 0.25, 0.32], [-0.17, 0.31, 1.18], [-0.95, 0.80, -0.14], [0.72, -0.17, 0.00], [-0.53, 1.39, -1.75], [-1.74, -0.39, -0.56], [0.18, 0.07, -1.33], [-0.30, 0.15, -0.75], [0.20, 0.11, -0.25]],
  "mulliken_spin": [0.377, -0.075, 0.403, 0.261, 0.002, 0.004, 0.000, 0.002, -0.001, 0.001, 0.001, 0.008, 0.014, 0.001, 0.000, 0.000, 0.000],
  "max_force_ev_per_a": 4.10,
  "multiplicity": 2,
  "e_above_lowest_kj_mol": 151.31,
  "molar_mass_g_mol": 113.1,
  "homo_energy_ha": [-0.35773, -0.35758]
}


Record 3
{
  "formula": "C6H9O5Pm",
  "method": "ωB97M-V/def2-TZVPD",
  "species": ["O", "C", "O", "O", "C", "C", "H", "H", "C", "H", "H", "H", "C", "H", "H", "H", "O", "C", "O", "Pm", "H"],
  "coordinates": [[-0.714, 1.138, 0.462], [-0.230, 1.669, -0.661], [-0.637, 2.625, -1.248], [0.977, 1.074, -0.806], [1.871, 1.520, -1.769], [-1.966, 1.645, 0.994], [-1.871, 2.735, 1.061], [-2.760, 1.391, 0.281], [-2.188, 1.005, 2.340], [-1.875, -0.048, 2.333], [-1.641, 1.541, 3.127], [-3.259, 1.043, 2.575], [3.047, 0.926, -1.899], [1.482, 2.322, -2.396], [3.726, 1.271, -2.676], [3.321, 0.053, -1.305], [-1.796, -3.637, -1.243], [-1.226, -2.594, -0.946], [-0.356, -2.451, -0.023], [0.948, -0.789, 1.161], [-1.485, -1.640, -1.508]],
  "forces_ev_per_a": [[0.04, -0.95, 0.38], [0.28, 2.43, 0.13], [0.04, -1.24, 0.06], [0.11, -1.08, 0.35], [0.60, 0.20, -1.01], [-0.68, 0.48, -0.32], [-0.11, -0.29, -0.08], [0.27, 0.07, 0.13], [0.10, 0.18, 0.26], [-0.29, 0.04, -0.01], [-0.14, -0.19, -0.13], [0.35, -0.10, 0.05], [-0.53, 0.12, -0.10], [0.15, -0.14, 0.30], [-0.13, -0.14, 0.31], [0.08, 0.28, -0.12], [0.84, 1.54, 0.38], [-2.22, -1.25, -1.82], [2.42, 1.89, 2.28], [-1.34, -1.27, -1.30], [0.16, -0.56, 0.25]],
  "mulliken_spin": [0.003, 0.001, 0.001, 0.003, -0.004, -0.002, -0.001, -0.001, 0.004, 0.001, 0.000, 0.000, 0.005, 0.000, 0.000, 0.001, -0.002, 0.002, -0.014, 5.004, 0.001],
  "max_force_ev_per_a": 3.82,
  "multiplicity": 6,
  "molar_mass_g_mol": 306.1,
  "homo_energy_ha": [-0.43477, -0.43990],
  "charge": 1
}


Record 4
{
  "formula": "C6H9P",
  "method": "ωB97M-V/def2-TZVPD",
  "species": ["C", "C", "C", "C", "C", "C", "P", "H", "H", "H", "H", "H", "H", "H", "H", "H"],
  "coordinates": [[-0.821, 1.236, -0.140], [0.199, 0.218, 0.064], [0.426, -0.690, -1.155], [-0.699, -2.104, 0.852], [-0.139, -1.209, 0.074], [1.365, 0.818, 0.779], [-1.497, 1.497, -1.666], [-1.184, 1.816, 0.669], [-0.198, -0.493, -2.022], [1.486, -0.975, -1.310], [-0.829, -2.275, 1.817], [-0.848, -3.115, 0.443], [-2.373, 2.491, -1.234], [1.311, 1.839, 0.978], [2.300, 0.705, 0.272], [1.499, 0.242, 1.580]],
  "forces_ev_per_a": [[-1.60, -0.26, -2.06], [0.83, 0.78, -1.15], [0.76, -0.37, -0.15], [1.01, -2.29, -4.92], [-0.95, 0.69, 1.58], [0.59, -0.33, -2.39], [0.32, -0.08, 0.64], [-0.03, 0.38, 0.93], [0.31, -0.39, -0.03], [-0.81, 0.22, -0.20], [-0.76, 1.12, 4.59], [0.10, 0.31, -0.60], [-0.38, 0.49, 0.07], [-0.57, 1.59, 0.59], [0.56, -0.15, -0.94], [0.62, -1.70, 4.04]],
  "lowdin_charge": [-0.425, -0.527, -0.075, 0.091, -0.231, -0.018, 0.868, 0.043, 0.032, 0.130, 0.008, 0.070, -0.161, 0.068, 0.084, 0.042],
  "max_force_ev_per_a": 5.52,
  "e_above_lowest_kj_mol": 328.07,
  "molar_mass_g_mol": 112.1,
  "smiles": "[H]/P=C/[C@]1(C)CC1=C",
  "homo_energy_ha": -0.32722
}


Record 5
{
  "formula": "C6H9P",
  "method": "ωB97M-V/def2-TZVPD",
  "species": ["C", "C", "C", "C", "C", "C", "P", "H", "H", "H", "H", "H", "H", "H", "H", "H"],
  "coordinates": [[1.589, -0.739, 0.703], [0.382, -0.608, -0.138], [-0.418, 0.380, 0.077], [0.360, 1.234, 1.805], [0.157, -1.698, -1.205], [-1.542, 1.004, -0.622], [1.920, 0.391, 1.934], [2.326, -1.464, 0.424], [0.467, 2.332, 1.457], [-0.268, 1.301, 2.702], [-0.576, -1.236, -1.853], [-0.252, -2.606, -0.689], [1.113, -2.070, -1.753], [-2.099, 1.729, -0.075], [-2.078, 0.333, -1.335], [-1.081, 1.716, -1.431]],
  "forces_ev_per_a": [[-2.72, -2.09, -3.88], [5.20, -4.36, 0.35], [-1.21, 4.33, 4.53], [-1.82, 1.71, -3.43], [1.04, -0.35, 0.52], [1.56, 0.95, -3.18], [1.10, 2.08, 2.50], [0.19, -0.46, -0.12], [0.03, -1.60, 0.55], [-0.26, -0.56, -0.40], [-0.09, -0.68, -0.75], [0.10, 0.84, -0.57], [-1.67, 1.07, 0.86], [-0.91, -0.20, 0.70], [-0.21, 0.24, 1.13], [-0.33, -0.92, 1.18]],
  "mulliken_spin": [0.644, -0.069, 0.363, -0.092, 0.015, -0.001, 0.985, 0.004, 0.042, 0.037, 0.001, 0.002, -0.003, 0.006, 0.012, 0.052],
  "max_force_ev_per_a": 6.79,
  "multiplicity": 3,
  "e_above_lowest_kj_mol": 135.31,
  "molar_mass_g_mol": 112.1,
  "homo_energy_ha": [-0.21338, -0.32981]
}


Record 6
{
  "formula": "C6HF5Se",
  "method": "ωB97M-V/def2-TZVPD",
  "species": ["C", "C", "C", "C", "C", "C", "F", "F", "F", "F", "F", "Se", "H"],
  "coordinates": [[-1.024, 3.137, 1.712], [-0.010, 2.291, 2.356], [-1.665, 2.574, 0.633], [-0.067, 0.964, 2.645], [-1.297, 1.194, 0.218], [-0.375, 1.123, -0.695], [-1.069, 4.315, 2.184], [1.328, 2.913, 2.200], [-2.520, 3.284, -0.068], [1.139, 0.154, 2.871], [-2.087, 0.295, 0.856], [0.582, 0.183, -1.690], [-1.032, 0.859, 2.799]],
  "forces_ev_per_a": [[0.39, -4.27, -1.48], [4.75, -0.66, -0.81], [1.81, 0.96, 2.25], [7.12, 3.31, -0.26], [-1.59, 3.48, 0.37], [-1.17, -2.43, 0.78], [-0.85, 2.79, 0.44], [-2.97, -1.21, 0.50], [-0.74, 0.22, -0.53], [-4.23, 2.18, -0.50], [0.61, -0.93, -0.94], [1.25, -0.08, -1.14], [-4.40, -3.35, 1.32]],
  "lowdin_charge": [-0.211, -0.086, -0.160, 0.047, -0.390, -0.573, 0.188, -0.020, 0.136, -0.006, 0.078, 0.926, 0.071],
  "max_force_ev_per_a": 7.86,
  "e_above_lowest_kj_mol": 432.38,
  "molar_mass_g_mol": 247.0,
  "smiles": "F/C=C(F)/C(F)=C(/F)C(F)=C=[Se]",
  "homo_energy_ha": -0.33005
}


Record 7
{
  "formula": "C6O2S10V",
  "method": "ωB97M-V/def2-TZVPD",
  "species": ["V", "S", "C", "S", "C", "C", "S", "S", "S", "S", "C", "S", "C", "C", "S", "S", "S", "O", "O"],
  "coordinates": [[-0.729, 0.217, -0.578], [1.287, 1.819, 7.008], [0.614, 1.677, 5.494], [-0.885, 2.365, 5.037], [-0.980, 1.804, 3.355], [0.127, 1.019, 2.959], [0.523, 0.255, 1.513], [1.337, 0.783, 4.223], [-2.299, 2.234, 2.466], [2.004, -3.572, -6.399], [1.425, -2.686, -5.092], [2.204, -2.609, -3.574], [1.045, -1.615, -2.743], [-0.045, -1.245, -3.471], [-1.347, -0.269, -2.878], [-0.065, -1.846, -5.108], [1.315, -1.166, -1.081], [-2.220, 1.131, -0.474], [-3.310, 1.705, -0.656]],
  "forces_ev_per_a": [[-1.03, 0.87, 0.70], [0.12, 0.07, 0.26], [0.07, -0.26, -0.26], [0.12, -0.11, -0.23], [1.58, -0.95, -0.07], [-1.10, 1.29, 1.77], [-0.35, -0.54, -2.02], [-0.12, 0.14, 0.09], [-0.91, 0.34, -0.52], [-0.08, 0.29, 0.29], [0.00, -0.49, -0.38], [0.14, 0.02, -0.03], [-0.46, 0.33, 0.22], [0.46, -0.21, 0.22], [0.18, 0.15, 0.66], [-0.04, 0.08, -0.13], [-0.62, 0.30, -0.21], [3.18, -1.90, -0.09], [-1.16, 0.59, -0.25]],
  "mulliken_spin": [1.013, -0.014, -0.008, 0.005, -0.027, -0.010, -0.147, 0.006, -0.082, -0.002, -0.002, 0.002, -0.004, 0.005, -0.034, 0.002, -0.032, 0.140, 0.190],
  "max_force_ev_per_a": 3.71,
  "multiplicity": 2,
  "molar_mass_g_mol": 475.7,
  "homo_energy_ha": [-0.04664, -0.04947],
  "charge": -2
}